No. 1
# C25H35F3IO4S

A molecular structure, C25H35F3IO4S in a non-equilibrium geometry (the ωB97M-V functional and the def2-TZVPD basis, the OMol25 dataset).

The geometry in ORCA input format:
```
! wB97M-V def2-TZVPD RIJCOSX def2/J DEFGRID3
* xyz -1 1
C 2.5905 -3.1871 0.9247
C 1.5296 -2.2245 0.4696
O 0.8099 -1.7772 1.6513
C -0.3366 -1.0890 1.4253
C -0.9971 -0.7871 2.6671
C -2.2750 -0.1596 2.6822
O -3.1354 -0.5011 3.5182
C -2.6307 0.9289 1.6893
C -3.4701 0.4178 0.5220
C -4.7288 -0.3914 0.8756
C -4.7006 -1.8803 0.4614
C -4.7345 -2.8941 1.6240
C -3.7600 -4.0791 1.4664
C -2.3192 -3.7276 1.8318
C -2.0768 -3.6391 3.3365
C -0.6767 -3.1375 3.7478
C -0.5269 -1.6104 3.8407
O -0.7387 -0.8463 0.2803
H 3.4164 -3.2304 0.2114
H 3.0042 -2.9484 1.9102
H 2.1799 -4.2003 0.9694
H 1.9720 -1.3517 -0.0271
H 0.8243 -2.7167 -0.2162
H -3.1831 1.7016 2.2327
H -1.7131 1.3662 1.2846
H -3.7956 1.2788 -0.0778
H -2.7937 -0.1703 -0.1100
H -4.9417 -0.2917 1.9454
H -5.5650 0.0709 0.3315
H -5.6110 -2.0551 -0.1338
H -3.8478 -2.0759 -0.2079
H -4.5307 -2.3854 2.5792
H -5.7540 -3.3071 1.6910
H -4.1097 -4.9106 2.0910
H -3.7711 -4.4197 0.4272
H -1.6354 -4.4764 1.3986
H -2.0463 -2.7721 1.3529
H -2.8198 -2.9743 3.8019
H -2.2327 -4.6392 3.7816
H -0.4720 -3.5360 4.7553
H 0.1013 -3.5509 3.0879
H 0.5322 -1.3694 3.9762
H -1.0769 -1.2708 4.7246
C 5.5655 3.0794 -3.3696
C 4.1006 3.5040 -3.3384
C 3.8647 4.0692 -4.7112
C 3.1969 2.3798 -2.8590
C 1.8412 2.2447 -3.2253
I 0.7092 3.0283 -4.8620
C 0.9750 1.5118 -2.4317
C 1.4394 0.8694 -1.2902
C 2.7992 0.8795 -0.9836
C 3.6753 1.5918 -1.7998
O 3.9246 4.5527 -2.3431
S 2.3069 4.8765 -1.7823
C 2.0235 6.4627 -2.6805
F 1.7693 6.3096 -4.0157
F 0.9274 7.0753 -2.1196
F 3.1059 7.2825 -2.5623
H 5.6393 2.1843 -4.0108
H 6.2105 3.8512 -3.8116
H 5.9694 2.8045 -2.3920
H 4.2264 3.3536 -5.4628
H 2.7951 4.2111 -4.8984
H 4.3886 5.0316 -4.7860
H -0.0703 1.4487 -2.7023
H 0.7343 0.3091 -0.6924
H 3.1903 0.3624 -0.1052
H 4.7383 1.5458 -1.5580
*
```

Summary:
HOMO level = -3.5 eV
lowest unoccupied orbital energy = 1.920 eV

Calculated atomic charges, method natural (NBO), unit e: number 1, C, carries -0.6277; number 2, C, carries -0.0703; number 3, O, carries -0.5527; number 4, C, carries 0.7497; number 5, C, carries -0.4292; number 6, C, carries 0.5383; number 7, O, carries -0.7166; number 8, C, carries -0.4803; number 9, C, carries -0.3867; number 10, C, carries -0.4195; number 11, C, carries -0.3991; number 12, C, carries -0.4093; number 13, C, carries -0.3829; number 14, C, carries -0.4106; number 15, C, carries -0.4146; number 16, C, carries -0.3751; number 17, C, carries -0.4062; number 18, O, carries -0.7603; number 19, H, carries 0.1984; number 20, H, carries 0.2178; number 21, H, carries 0.2048; number 22, H, carries 0.1659; number 23, H, carries 0.1946; number 24, H, carries 0.2004; number 25, H, carries 0.2110; number 26, H, carries 0.1792; number 27, H, carries 0.2347; number 28, H, carries 0.2311; number 29, H, carries 0.1800; number 30, H, carries 0.1845; number 31, H, carries 0.2007; number 32, H, carries 0.2316; number 33, H, carries 0.1816; number 34, H, carries 0.1837; number 35, H, carries 0.1857; number 36, H, carries 0.1806; number 37, H, carries 0.2282; number 38, H, carries 0.2274; number 39, H, carries 0.1744; number 40, H, carries 0.1798; number 41, H, carries 0.1882; number 42, H, carries 0.1957; number 43, H, carries 0.2100; number 44, C, carries -0.6150; number 45, C, carries 0.2381; number 46, C, carries -0.6530; number 47, C, carries -0.1377; number 48, C, carries -0.0948; number 49, I, carries 0.1427; number 50, C, carries -0.2830; number 51, C, carries -0.1345; number 52, C, carries -0.2340; number 53, C, carries -0.1888; number 54, O, carries -0.6519; number 55, S, carries 0.5100; number 56, C, carries 0.8133; number 57, F, carries -0.3276; number 58, F, carries -0.3273; number 59, F, carries -0.3227; number 60, H, carries 0.2208; number 61, H, carries 0.2179; number 62, H, carries 0.2144; number 63, H, carries 0.2140; number 64, H, carries 0.2253; number 65, H, carries 0.2220; number 66, H, carries 0.2324; number 67, H, carries 0.2672; number 68, H, carries 0.2215; number 69, H, carries 0.2139


No. 2
# C25H35GeN3OSSnTe

A molecular structure, C25H35GeN3OSSnTe in a non-equilibrium geometry (the ωB97M-V functional and the def2-TZVPD basis, the OMol25 dataset).

The geometry in ORCA input format:
```
! wB97M-V def2-TZVPD RIJCOSX def2/J DEFGRID3
* xyz -1 2
Sn -0.0192 -0.2951 0.9220
O -0.6826 -0.6927 3.2447
N -0.5574 -1.8636 3.7757
C -0.4824 -1.9322 5.1152
C -0.4708 -3.1259 5.7901
C -0.5226 -4.3092 5.0531
C -0.5130 -4.2269 3.6797
C -0.5052 -2.9961 3.0165
S -0.4528 -2.9114 1.3259
H -0.4656 -0.9632 5.5909
H -0.4299 -3.1197 6.8677
H -0.5642 -5.2672 5.5486
H -0.5198 -5.1102 3.0634
C 2.1526 2.5445 -0.5735
Ge 2.7934 1.6117 1.0628
C 2.2976 2.8367 2.5652
C 4.8034 1.5802 1.0745
C 2.0607 -0.1764 1.1798
H 2.5678 3.5395 -0.7085
H 1.0725 2.6452 -0.5056
H 2.3740 1.9602 -1.4621
H 2.6616 3.8478 2.4069
H 2.6968 2.4704 3.5067
H 1.2166 2.8727 2.6462
H 5.2306 2.5789 1.0461
H 5.1912 1.0175 0.2313
H 5.1446 1.0969 1.9860
H 2.6102 -0.7779 1.9040
Te -0.2046 -0.1156 -2.1683
C -0.1192 -0.2192 -4.3545
C -1.1598 -0.7711 -5.0853
C -1.1322 -0.7834 -6.4697
C -0.0528 -0.2388 -7.1443
C 0.9900 0.3209 -6.4262
C 0.9532 0.3260 -5.0423
C 0.8132 -1.9793 -2.0416
C 2.1908 -2.0422 -1.9295
C 2.8272 -3.2648 -1.8038
C 2.0882 -4.4361 -1.7765
C 0.7100 -4.3766 -1.8794
C 0.0798 -3.1527 -2.0167
H -2.0080 -1.1924 -4.5629
H -1.9572 -1.2119 -7.0251
H -0.0239 -0.2530 -8.2259
H 1.8302 0.7616 -6.9486
H 1.7686 0.7696 -4.4863
H 2.7732 -1.1317 -1.9156
H 3.9052 -3.3073 -1.7138
H 2.5857 -5.3933 -1.6743
H 0.1223 -5.2845 -1.8370
H -0.9986 -3.1127 -2.0837
N -4.7744 2.7775 1.8269
C -3.5626 3.0982 2.5614
C -2.3665 2.2492 2.1015
N -1.7510 2.5825 0.8372
C -2.5814 2.4113 -0.3560
C -3.5998 3.4463 -0.6102
H -5.5714 3.2691 2.2148
H -4.9660 1.7830 1.8697
H -3.6834 2.9579 3.6525
H -3.3442 4.1563 2.3836
H -2.6680 1.1983 2.0536
H -1.5825 2.3316 2.8589
H -1.4080 3.5388 0.8633
H -3.0462 1.4227 -0.2903
H -1.8468 2.3442 -1.1966
H -4.5334 3.2018 -1.0754
H -3.3840 4.4838 -0.4349
*
```

Summary:
HOMO level (alpha / beta) = -2.9 / -2.9 eV
lowest unoccupied orbital energy (alpha / beta) = 2.579 / 2.548 eV

Calculated atomic charges, method natural (NBO), unit e: number 1, Sn, carries 0.9854; number 2, O, carries -0.6112; number 3, N, carries 0.0340; number 4, C, carries 0.0152; number 5, C, carries -0.2891; number 6, C, carries -0.2019; number 7, C, carries -0.2321; number 8, C, carries 0.0116; number 9, S, carries -0.2424; number 10, H, carries 0.2246; number 11, H, carries 0.2152; number 12, H, carries 0.2087; number 13, H, carries 0.2270; number 14, C, carries -1.0885; number 15, Ge, carries 1.5930; number 16, C, carries -1.0871; number 17, C, carries -1.0721; number 18, C, carries -1.6618; number 19, H, carries 0.2065; number 20, H, carries 0.2236; number 21, H, carries 0.2235; number 22, H, carries 0.2004; number 23, H, carries 0.2125; number 24, H, carries 0.2153; number 25, H, carries 0.2041; number 26, H, carries 0.2149; number 27, H, carries 0.2131; number 28, H, carries 0.1953; number 29, Te, carries 0.4850; number 30, C, carries -0.2813; number 31, C, carries -0.1803; number 32, C, carries -0.2410; number 33, C, carries -0.2331; number 34, C, carries -0.2081; number 35, C, carries -0.2473; number 36, C, carries -0.2728; number 37, C, carries -0.1428; number 38, C, carries -0.2343; number 39, C, carries -0.2147; number 40, C, carries -0.2051; number 41, C, carries -0.2452; number 42, H, carries 0.2015; number 43, H, carries 0.2005; number 44, H, carries 0.2002; number 45, H, carries 0.2007; number 46, H, carries 0.2134; number 47, H, carries 0.2192; number 48, H, carries 0.2047; number 49, H, carries 0.2001; number 50, H, carries 0.2028; number 51, H, carries 0.2172; number 52, N, carries -0.8279; number 53, C, carries -0.2316; number 54, C, carries -0.2316; number 55, N, carries -0.6097; number 56, C, carries -0.3131; number 57, C, carries -0.2972; number 58, H, carries 0.3515; number 59, H, carries 0.3536; number 60, H, carries 0.1588; number 61, H, carries 0.1760; number 62, H, carries 0.2014; number 63, H, carries 0.2099; number 64, H, carries 0.3472; number 65, H, carries 0.2078; number 66, H, carries 0.2071; number 67, H, carries 0.1677; number 68, H, carries 0.1528


No. 3
# C25H35N2O2PPbTe4

A molecular structure, C25H35N2O2PPbTe4 in a non-equilibrium geometry (the ωB97M-V functional and the def2-TZVPD basis, the OMol25 dataset).

The geometry in ORCA input format:
```
! wB97M-V def2-TZVPD RIJCOSX def2/J DEFGRID3
* xyz -2 1
Pb 0.4999 -0.8421 -1.3581
O 2.5193 -1.2527 -2.8163
C 3.7336 -0.9087 -2.5778
C 4.6417 -0.5245 -3.6311
C 5.9061 -0.0713 -3.3546
C 6.3768 0.0000 -2.0605
C 5.5765 -0.3756 -0.9792
C 4.2762 -0.8709 -1.1847
C 3.5670 -1.3995 -0.0699
N 2.3624 -1.8913 -0.1149
C 1.8930 -2.5533 1.0882
C 0.6524 -3.4132 0.6942
N -0.4615 -2.5157 0.2997
C -1.5682 -3.2157 0.1866
C -2.8488 -2.8698 -0.3344
C -3.8367 -3.8976 -0.3167
C -5.1425 -3.6724 -0.7177
C -5.4712 -2.4575 -1.3468
C -4.5069 -1.4946 -1.5501
C -3.1715 -1.6258 -1.0584
O -2.2713 -0.7560 -1.3255
H 4.2496 -0.5594 -4.6334
H 6.5481 0.3344 -4.1387
H 7.3807 0.3520 -1.8440
H 5.9457 -0.2692 0.0327
H 4.0903 -1.3215 0.8787
H 1.6455 -1.8704 1.9374
H 2.6675 -3.2710 1.4456
H 0.3740 -4.0240 1.5516
H 0.9081 -4.0916 -0.1326
H -1.5025 -4.2865 0.5136
H -3.5223 -4.8822 0.0842
H -5.8569 -4.4612 -0.5200
H -6.5055 -2.2646 -1.6356
H -4.7245 -0.5975 -2.1355
Te 0.0916 1.3873 -4.0370
Te -1.3376 -0.2337 -5.5097
Te -0.0739 -2.6975 -5.3450
Te -0.6574 -3.4925 -2.9199
C -1.7658 0.1186 3.0568
C -2.0550 1.2401 2.0447
C -2.6605 2.4581 2.7357
P -0.5218 1.3642 0.9634
C -0.7936 2.8801 -0.0955
C -0.7969 4.2996 0.5080
C -2.0990 2.5769 -0.8831
C 0.9198 1.9042 2.0894
C 2.0660 2.4374 1.2039
C 0.7022 2.8497 3.2951
H -2.7413 -0.2542 3.4452
H -1.1438 0.4356 3.9005
H -1.2248 -0.7478 2.6035
H -2.7676 0.7961 1.2758
H -1.9617 2.9004 3.4485
H -3.5979 2.1990 3.2819
H -2.9135 3.2021 1.9570
H 0.0110 2.8678 -0.8675
H -1.6319 4.4729 1.2140
H -0.9682 4.9860 -0.3315
H 0.1307 4.5038 1.0154
H -2.9131 3.1990 -0.4496
H -2.4176 1.5439 -0.8442
H -1.9208 2.7783 -1.9386
H 1.3068 0.9314 2.4684
H 2.0009 3.5183 1.0140
H 2.1623 1.8837 0.2565
H 3.0445 2.2479 1.7416
H 0.2709 3.8207 3.0003
H 1.7185 3.0375 3.7086
H 0.1146 2.4058 4.1175
*
```

Summary:
HOMO level = -0.4 eV
lowest unoccupied orbital energy = 4.136 eV

Calculated atomic charges, method natural (NBO), unit e: number 1, Pb, carries 1.2227; number 2, O, carries -0.7329; number 3, C, carries 0.4428; number 4, C, carries -0.2662; number 5, C, carries -0.2031; number 6, C, carries -0.3426; number 7, C, carries -0.1410; number 8, C, carries -0.2754; number 9, C, carries 0.1645; number 10, N, carries -0.5890; number 11, C, carries -0.2420; number 12, C, carries -0.2460; number 13, N, carries -0.6027; number 14, C, carries 0.1849; number 15, C, carries -0.2808; number 16, C, carries -0.1142; number 17, C, carries -0.3510; number 18, C, carries -0.1949; number 19, C, carries -0.2708; number 20, C, carries 0.4393; number 21, O, carries -0.7379; number 22, H, carries 0.2182; number 23, H, carries 0.1916; number 24, H, carries 0.1847; number 25, H, carries 0.1832; number 26, H, carries 0.1431; number 27, H, carries 0.1845; number 28, H, carries 0.1753; number 29, H, carries 0.1695; number 30, H, carries 0.2214; number 31, H, carries 0.1453; number 32, H, carries 0.1852; number 33, H, carries 0.1889; number 34, H, carries 0.1893; number 35, H, carries 0.2080; number 36, Te, carries -0.6554; number 37, Te, carries -0.1312; number 38, Te, carries -0.1200; number 39, Te, carries -0.5809; number 40, C, carries -0.6191; number 41, C, carries -0.5308; number 42, C, carries -0.6142; number 43, P, carries 0.8809; number 44, C, carries -0.5355; number 45, C, carries -0.6099; number 46, C, carries -0.6456; number 47, C, carries -0.5190; number 48, C, carries -0.6098; number 49, C, carries -0.6178; number 50, H, carries 0.2026; number 51, H, carries 0.1860; number 52, H, carries 0.2374; number 53, H, carries 0.2528; number 54, H, carries 0.1994; number 55, H, carries 0.1959; number 56, H, carries 0.2110; number 57, H, carries 0.2457; number 58, H, carries 0.1912; number 59, H, carries 0.2075; number 60, H, carries 0.1942; number 61, H, carries 0.1740; number 62, H, carries 0.2619; number 63, H, carries 0.2532; number 64, H, carries 0.2114; number 65, H, carries 0.2003; number 66, H, carries 0.2341; number 67, H, carries 0.1966; number 68, H, carries 0.2061; number 69, H, carries 0.1928; number 70, H, carries 0.2025


Relative energy (zero: lowest compared OMol25 entry of this formula, charge and spin) across the listed records, respectively: 0.937 1.568 0.000 eV.